Record 1
The following is a DFT calculation (ωB97M-V with the def2-TZVPD basis set) of C15H28NO3PRe as an isolated structure.

Each line ends with the natural charge from an NBO analysis.
Cartesian coordinates (Å):
Re 0.60094 -0.29667 0.80327  0.4471
C 0.98258 1.66930 0.97684  0.5630
O 1.31999 2.78709 0.96029  -0.2126
C 2.18244 -0.43918 -0.29159  0.6445
O 3.14458 -0.61260 -0.94517  -0.2295
C 0.51218 -2.27554 0.79756  0.5821
O 0.63346 -3.44106 0.75991  -0.2107
C -0.25147 1.47019 -2.29202  -0.4639
P -0.58342 0.04560 -1.12002  1.2182
H -3.01100 0.22388 -0.91313  0.3078
H -0.23718 2.34095 -1.61506  0.3558
C -1.20391 -1.30606 -2.31075  -0.4034
H -1.86456 -0.80860 -3.04645  0.2941
C -1.35666 1.69279 -3.33321  -0.6371
H -2.36257 1.69681 -2.89666  0.2455
H -1.33320 0.93244 -4.12799  0.2699
H -1.18670 2.68108 -3.79524  0.3327
C 1.12238 1.41347 -2.96646  -0.6210
H 1.22444 0.56733 -3.65711  0.2774
C -2.18759 -0.32494 1.04636  -0.5401
H 1.93309 1.34387 -2.23417  0.2162
H 1.25353 2.34590 -3.53443  0.3417
C -2.27468 2.06240 0.01757  -0.6268
H -1.23592 -0.33885 1.72340  0.1359
H -2.79809 0.20482 1.78039  0.3132
H -2.50423 -1.37643 0.87728  0.2842
C -2.17752 0.54006 -0.24848  -0.5242
H -3.08277 2.23395 0.74320  0.2958
H -2.51418 2.62732 -0.89764  0.2698
H -1.34699 2.48201 0.44868  0.2014
C -2.01857 -2.38244 -1.59086  -0.6018
H -1.40910 -2.91329 -0.84583  0.2176
H -2.35616 -3.11356 -2.33993  0.3466
H -2.90505 -1.96955 -1.09594  0.2404
C -0.01352 -1.91172 -3.06401  -0.6294
H 0.74467 -2.30646 -2.37129  0.2169
H 0.48463 -1.18599 -3.71673  0.2539
H -0.36889 -2.73806 -3.69881  0.3434
H -2.05273 0.86341 3.03385  0.0320
H -1.39943 0.54813 3.29129  -0.0207
C 3.96116 0.35412 5.14482  -0.5851
C 3.15290 -0.90017 4.69674  -0.5736
C 2.33122 -0.76541 3.49053  0.7817
N 1.64923 -0.68517 2.56242  -0.6146
H 4.69980 0.63332 4.36971  0.2457
H 4.50213 0.07723 6.06696  0.2963
H 3.27872 1.19326 5.37447  0.2458
H 3.85556 -1.72944 4.46563  0.3355
H 2.46646 -1.20958 5.51779  0.3425

## Properties
electronic energy	-1286.52834	a.u.
orbital gap (spin up / spin down)	8.352 / 4.092	eV
spin multiplicity	4
E_HOMO (spin up / spin down)	-23.869 / -23.872	eV
total charge	+4
M	487.6	g mol⁻¹

Record 2
The following is a DFT calculation (ωB97M-V with the def2-TZVPD basis set) of C43H98CaF3N11O12PS as an isolated structure.

Each line ends with the Löwdin charge.
Cartesian coordinates (Å):
Ca -24.22212 -21.83020 -15.54543  1.5385
C -27.59848 -23.43860 -18.43998  -0.6547
F -26.84986 -24.54370 -18.55639  0.1057
F -28.39382 -23.37388 -19.50956  0.1392
F -28.33343 -23.46328 -17.34944  0.1525
S -26.47766 -21.94634 -18.49369  0.5245
O -25.43612 -22.03209 -17.45367  -0.4468
O -25.96564 -21.95198 -19.84507  -0.2851
O -27.37160 -20.84470 -18.14798  -0.3137
C -23.05162 -19.03803 -17.54169  -0.2966
O -23.46166 -20.03880 -16.96097  -0.1083
N -23.66902 -18.34716 -18.49167  -0.1570
C -23.07356 -17.14085 -19.06917  -0.0333
C -25.03326 -18.60561 -18.93301  -0.0236
H -22.03733 -18.64480 -17.38055  0.1480
H -22.42020 -16.69374 -18.31906  0.0879
H -23.80836 -16.37216 -19.29856  0.0930
H -22.52175 -17.38120 -19.97647  0.0979
H -25.04237 -18.77540 -20.01322  0.1087
H -25.39421 -19.53770 -18.50486  0.0534
H -25.67907 -17.74786 -18.75605  0.0916
C -25.25990 -18.90385 -13.74114  -0.2875
O -24.90728 -19.91876 -14.32976  -0.1248
N -26.03473 -17.95975 -14.28836  -0.1650
C -26.23385 -16.69529 -13.61099  -0.0413
C -26.60867 -18.08811 -15.60018  -0.0137
H -25.05381 -18.73937 -12.67688  0.1501
H -27.21507 -16.53996 -13.15920  0.0960
H -26.03067 -15.85922 -14.28047  0.0998
H -25.49395 -16.65344 -12.80917  0.0882
H -26.88215 -19.13298 -15.77007  0.0892
H -27.58841 -17.60472 -15.63530  0.1032
H -26.03101 -17.71113 -16.43710  0.0874
C -25.76591 -22.47539 -23.12957  -0.3439
O -25.66926 -21.65159 -24.02485  0.0077
N -25.35218 -23.74675 -23.31712  -0.1741
C -25.19418 -24.74055 -22.28122  -0.0729
C -24.96086 -24.14660 -24.65977  -0.0491
H -26.02073 -22.21530 -22.09521  0.1100
H -25.51201 -24.37657 -21.30074  0.0651
H -24.14704 -25.02302 -22.14971  0.0764
H -25.75856 -25.66797 -22.40389  0.0886
H -25.74234 -23.94670 -25.39234  0.0885
H -24.01277 -23.71304 -24.97435  0.0930
H -24.85378 -25.23122 -24.73118  0.0851
C -27.84251 -21.81221 -14.72766  -0.2950
O -26.64298 -22.06603 -14.82299  -0.0882
N -28.50514 -21.73960 -13.57183  -0.1477
C -27.72463 -21.62089 -12.34427  -0.0370
C -29.88835 -21.30921 -13.43265  -0.0420
H -28.48701 -21.73085 -15.61501  0.1390
H -27.82741 -20.64164 -11.86189  0.0937
H -26.67276 -21.87123 -12.36551  0.0845
H -28.26967 -22.24054 -11.62396  0.0936
H -29.97122 -20.21989 -13.44999  0.1000
H -30.61136 -21.86751 -14.01947  0.0651
H -30.27503 -21.46563 -12.42033  0.0894
C -21.95196 -23.82898 -17.35523  -0.2933
O -22.60210 -22.85341 -17.02193  -0.1033
N -22.14662 -24.48522 -18.51495  -0.1614
C -21.52256 -25.76463 -18.75048  -0.0524
C -23.34101 -24.16504 -19.30535  -0.0192
H -21.14209 -24.31759 -16.79563  0.1480
H -20.60584 -25.96934 -18.20229  0.0920
H -21.27249 -25.90933 -19.80302  0.0932
H -22.26867 -26.53365 -18.52293  0.0950
H -23.07063 -24.22968 -20.35660  0.0825
H -24.19232 -24.81670 -19.09231  0.0917
H -23.70511 -23.16046 -19.10467  0.0747
C -25.31785 -24.85089 -15.75165  -0.2930
O -24.42627 -24.06776 -15.41698  -0.1543
N -25.77054 -25.88786 -15.05494  -0.1616
C -26.90128 -26.67370 -15.54310  -0.0191
C -25.54813 -25.99905 -13.62238  -0.0204
H -25.71629 -24.81856 -16.76798  0.1262
H -26.84230 -27.65394 -15.07355  0.0943
H -26.97459 -26.85001 -16.61308  0.0953
H -27.77230 -26.11037 -15.19631  0.1040
H -25.37221 -27.05332 -13.41309  0.0962
H -24.74034 -25.37369 -13.25617  0.0897
H -26.45095 -25.68768 -13.08830  0.1000
O -32.89838 -25.48794 -15.02285  -0.2945
P -33.77496 -24.39072 -15.50105  0.5440
N -33.15812 -23.54923 -16.83086  -0.2966
C -33.99236 -22.70186 -17.66999  -0.1065
C -31.72544 -23.34923 -16.93162  -0.1109
N -34.00587 -23.18256 -14.35533  -0.3087
C -33.18044 -23.18989 -13.17238  -0.1326
C -34.84800 -21.98914 -14.51628  -0.1017
N -35.32556 -24.85137 -16.01533  -0.3206
C -36.41621 -24.94729 -15.02873  -0.0881
C -35.43541 -25.70872 -17.19970  -0.1095
H -33.44387 -22.41675 -18.56953  0.0704
H -34.23962 -21.76317 -17.16338  0.0660
H -34.90318 -23.18809 -18.01552  0.0695
H -31.44026 -22.44404 -17.48372  0.0552
H -31.23007 -24.06246 -17.59546  0.0848
H -31.34018 -23.12020 -15.93634  0.0668
H -32.53827 -24.04769 -12.99003  0.0792
H -32.56249 -22.28254 -13.16752  0.0538
H -33.74352 -23.10975 -12.23317  0.0833
H -35.69915 -22.07075 -15.18821  0.0798
H -35.30360 -21.77852 -13.54648  0.0844
H -34.16181 -21.20019 -14.82923  0.0784
H -36.28872 -24.18671 -14.26449  0.0615
H -37.34953 -24.97763 -15.58572  0.0848
H -36.28694 -25.90146 -14.50458  0.0850
H -34.58176 -25.58168 -17.86002  0.0756
H -36.30452 -25.35256 -17.76164  0.0806
H -35.63136 -26.73846 -16.89816  0.0854
C -32.04124 -26.90828 -23.81048  -0.0289
C -31.61789 -25.49917 -23.36332  -0.5016
C -30.38182 -25.59267 -22.49589  -0.1356
C -29.42703 -24.41299 -22.31319  -0.1707
C -29.07102 -23.92397 -23.72275  -0.1517
C -30.28759 -23.66955 -24.63106  -0.5004
N -31.26638 -24.73113 -24.57019  -0.1282
O -32.30197 -24.64521 -25.52922  -0.0064
C -30.91576 -22.32608 -24.16566  -0.0252
C -29.79152 -23.52705 -26.07085  -0.0326
C -32.77219 -24.78278 -22.63418  -0.0268
H -31.27080 -27.37619 -24.42062  0.0878
H -32.98750 -26.80549 -24.34061  0.0806
H -32.21591 -27.53459 -22.93359  0.0855
H -30.70428 -25.72415 -21.44885  0.1176
H -29.83135 -26.53500 -22.56868  0.1198
H -28.41668 -24.65504 -21.98513  0.1005
H -29.87349 -23.52668 -21.86078  0.0963
H -28.36504 -24.64234 -24.15985  0.1167
H -28.41409 -23.06218 -23.55541  0.1075
H -30.27338 -21.49546 -24.47689  0.0817
H -31.86579 -22.11976 -24.66384  0.0889
H -31.05655 -22.22399 -23.09033  0.0471
H -29.05114 -22.73915 -26.19752  0.0885
H -29.37265 -24.46815 -26.43734  0.0862
H -30.65111 -23.33784 -26.71530  0.0782
H -33.64827 -24.59090 -23.25983  0.0821
H -32.52262 -23.81669 -22.19586  0.0703
H -33.20806 -25.42180 -21.85797  0.0795
H -31.99457 -25.30686 -26.16006  0.1065
C -28.44667 -19.93706 -21.43112  -0.0230
C -29.66155 -19.02564 -21.01321  -0.4965
C -30.88680 -19.65638 -21.62143  -0.1545
C -32.21132 -19.12433 -21.06768  -0.1513
C -32.20923 -19.42939 -19.56994  -0.1352
C -30.99802 -18.80147 -18.81815  -0.4718
N -29.76558 -18.96838 -19.57553  -0.1188
O -28.62219 -18.50021 -18.93011  -0.0225
C -31.29983 -17.28745 -18.65712  -0.0209
C -30.85957 -19.54650 -17.46879  -0.0209
C -29.36586 -17.66352 -21.66708  -0.0277
H -28.24823 -19.99307 -22.50929  0.0859
H -28.51403 -20.99779 -21.17663  0.0688
H -27.50241 -19.50840 -21.08815  0.0703
H -30.77751 -19.69194 -22.70661  0.1168
H -30.88904 -20.72827 -21.37936  0.1048
H -33.03500 -19.56875 -21.62538  0.1134
H -32.23618 -18.04707 -21.25310  0.1075
H -32.28687 -20.51175 -19.43282  0.0981
H -33.11042 -19.03578 -19.09393  0.1139
H -32.35321 -17.11001 -18.43078  0.0816
H -30.58889 -16.78431 -18.00032  0.0760
H -31.17711 -16.71617 -19.58120  0.0639
H -30.41244 -18.92261 -16.69690  0.0723
H -31.82840 -19.94876 -17.16134  0.0681
H -30.28113 -20.45428 -17.65565  0.0665
H -29.23168 -17.64412 -22.74630  0.0875
H -28.50174 -17.15074 -21.23145  0.0787
H -30.13251 -16.94143 -21.36434  0.0632
H -28.19570 -19.31378 -18.61432  0.0358

## Properties
electronic energy	-4919.08226	a.u.
orbital gap	6.926	eV
E_HOMO	-8.991	eV
relative energy (zero: lowest compared OMol25 entry of this formula, charge and spin)	0.000	eV
total charge	+1
M	1121.4	g mol⁻¹